a | Molecular formula: C2H2F3I
Method: DFT, ωB97M-V with the def2-TZVPD basis set

## Properties
LUMO (spin up / spin down): -0.0403 / 0.0003 hartree
molar mass: 209.9 g mol⁻¹
frontier orbital gap (spin up / spin down): 7.66 / 9.20 eV

```
! wB97M-V def2-TZVPD RIJCOSX def2/J DEFGRID3
* xyz 0 1
C 0.357 -1.389 -0.771
C -0.407 1.221 0.593
F 1.172 -0.934 -1.704
F 0.761 1.874 0.271
F -1.497 1.840 0.048
I -0.610 0.887 2.703
H -0.544 -1.616 -1.209
H 0.768 -1.883 0.069
*
```

***

b | Molecular formula: C2H2F3I
Method: DFT, ωB97M-V with the def2-TZVPD basis set

## Properties
LUMO (spin up / spin down): 0.0064 / -0.0138 hartree
molar mass: 209.9 g mol⁻¹
frontier orbital gap (spin up / spin down): 8.75 / 8.50 eV

```
! wB97M-V def2-TZVPD RIJCOSX def2/J DEFGRID3
* xyz 0 1
C 0.667 -1.121 0.807
C -0.515 1.111 -0.823
F -0.095 -2.204 0.974
F -0.122 2.071 0.034
F 0.204 1.226 -1.940
I -2.525 0.724 -0.915
H 0.784 -0.444 1.662
H 1.602 -1.362 0.201
*
```

***

It comes down to b, which is 0.091 eV more stable than the next structure.

***

a | Molecular formula: C4H6NO2
Method: DFT, ωB97M-V with the def2-TZVPD basis set

## Properties
LUMO: -0.1868 hartree
molar mass: 100.1 g mol⁻¹
structure (SMILES): O=CC1=C(O)C[NH2+]1
frontier orbital gap: 8.80 eV

```
! wB97M-V def2-TZVPD RIJCOSX def2/J DEFGRID3
* xyz 1 1
C -0.622 -0.388 0.059
C 0.977 -0.618 -0.078
C -1.913 -0.961 0.056
C 1.124 0.836 -0.104
N -0.409 1.096 0.118
O -2.864 -0.294 0.302
O 1.695 -1.728 -0.086
H -1.909 -2.011 -0.287
H 1.685 1.457 0.684
H 1.253 1.196 -1.151
H -1.059 1.801 -0.423
H -0.537 1.406 1.167
H 2.580 -1.789 -0.257
*
```

***

b | Molecular formula: C4H6NO2
Method: DFT, ωB97M-V with the def2-TZVPD basis set

## Properties
LUMO (spin up / spin down): -0.2093 / -0.2164 hartree
molar mass: 100.1 g mol⁻¹
frontier orbital gap (spin up / spin down): 8.38 / 8.08 eV

```
! wB97M-V def2-TZVPD RIJCOSX def2/J DEFGRID3
* xyz 1 1
C -0.219 0.396 -0.622
C 0.346 -0.049 0.496
C -1.248 0.934 -1.461
C 0.883 0.011 1.838
N 0.025 -2.264 0.029
O 1.012 -0.132 -0.841
O 0.655 -2.219 -0.894
H -2.070 1.330 -0.870
H -1.621 0.174 -2.153
H -0.810 1.716 -2.089
H 0.185 -0.444 2.545
H 1.840 -0.509 1.892
H 1.023 1.056 2.130
*
```

***

It comes down to a, which is 1.791 eV more stable than the next structure.

***

a | Molecular formula: C12H17Br4IrO9P3
Method: DFT, ωB97M-V with the def2-TZVPD basis set

## Properties
LUMO (spin up / spin down): 0.0007 / -0.0998 hartree
⟨S²⟩: 8.7749
molar mass: 910.0 g mol⁻¹
frontier orbital gap (spin up / spin down): 8.41 / 6.27 eV

```
! wB97M-V def2-TZVPD RIJCOSX def2/J DEFGRID3
* xyz 0 6
Ir 0.866 0.210 -1.021
O -0.563 0.014 -4.074
P 0.802 -0.777 -3.774
O 1.324 -1.461 -4.945
O 1.670 0.197 -2.926
O 0.216 -1.783 -2.582
P 1.219 -2.671 -1.608
O 0.204 -3.823 -1.170
O 2.428 -3.141 -2.270
O 1.360 -1.708 -0.382
H -0.800 -0.122 -4.998
H 0.630 -4.680 -1.279
Br 6.890 1.450 2.488
C 5.073 1.211 2.096
C 4.148 0.911 3.166
Br 4.773 0.800 4.928
C 2.819 0.715 2.903
Br 1.533 0.322 4.221
C 2.338 0.806 1.570
O 1.123 0.658 1.246
C 3.264 1.123 0.499
O 2.794 1.224 -0.674
C 4.640 1.318 0.805
Br 5.759 1.703 -0.647
C -2.968 -0.655 -1.986
C -2.786 0.590 -1.115
P -1.354 0.495 -0.004
C -1.479 1.900 1.154
C -2.892 2.433 1.399
C -1.559 -1.042 0.951
C -2.837 -1.117 1.786
H -3.781 -0.492 -2.693
H -3.225 -1.527 -1.382
H -2.070 -0.888 -2.558
H -3.662 0.754 -0.488
H -2.657 1.484 -1.729
H -0.836 2.692 0.767
H -1.005 1.557 2.075
H -3.332 2.859 0.497
H -2.844 3.227 2.146
H -3.568 1.664 1.776
H -0.668 -1.117 1.574
H -1.502 -1.865 0.236
H -2.822 -0.394 2.604
H -2.925 -2.110 2.228
H -3.736 -0.943 1.191
*
```

***

b | Molecular formula: C12H17Br4IrO9P3
Method: DFT, ωB97M-V with the def2-TZVPD basis set

## Properties
LUMO (spin up / spin down): -0.0062 / -0.0954 hartree
⟨S²⟩: 8.7756
molar mass: 910.0 g mol⁻¹
frontier orbital gap (spin up / spin down): 8.17 / 6.55 eV

```
! wB97M-V def2-TZVPD RIJCOSX def2/J DEFGRID3
* xyz 0 6
Ir 1.200 2.012 -0.268
O 1.710 3.746 1.335
P 0.666 4.634 0.396
O 0.787 6.067 0.618
O 0.841 3.992 -0.979
O -0.680 3.997 1.043
P -1.737 3.065 0.251
O -2.708 2.682 1.469
O -2.415 3.720 -0.864
O -1.011 1.718 -0.060
H 2.584 4.164 1.370
H -3.238 3.459 1.707
Br 5.272 -3.941 -0.439
C 4.689 -2.165 -0.290
C 5.640 -1.118 -0.128
Br 7.466 -1.527 0.019
C 5.224 0.192 -0.068
Br 6.426 1.624 0.113
C 3.849 0.525 -0.142
O 3.418 1.708 -0.126
C 2.865 -0.554 -0.243
O 1.637 -0.236 -0.249
C 3.339 -1.879 -0.348
Br 2.050 -3.236 -0.542
C -3.806 -0.382 1.568
C -3.295 -0.422 0.128
P -1.475 -0.542 -0.003
C -0.948 -1.981 1.020
C -1.558 -3.329 0.636
C -1.086 -0.863 -1.763
C -2.149 -1.648 -2.537
H -4.893 -0.319 1.568
H -3.409 0.486 2.090
H -3.525 -1.281 2.117
H -3.582 0.483 -0.414
H -3.708 -1.284 -0.399
H -1.196 -1.718 2.050
H 0.139 -2.011 0.938
H -2.649 -3.299 0.645
H -1.239 -4.081 1.359
H -1.215 -3.651 -0.347
H -0.132 -1.386 -1.765
H -0.927 0.114 -2.225
H -2.376 -2.602 -2.062
H -1.771 -1.856 -3.538
H -3.072 -1.080 -2.642
*
```

***

It comes down to a, which is 1.062 eV more stable than the next structure.

***

a | Molecular formula: C7H8N4O
Method: DFT, ωB97M-V with the def2-TZVPD basis set

## Properties
LUMO: -0.0216 hartree
molar mass: 164.2 g mol⁻¹
structure (SMILES): C#CC(=O)C#C.N/N=C\C=N/N
frontier orbital gap: 7.63 eV

```
! wB97M-V def2-TZVPD RIJCOSX def2/J DEFGRID3
* xyz 0 1
C 0.535 -0.149 -2.380
C 1.172 -0.323 -3.674
C 1.698 -0.467 -4.749
C -0.254 -1.293 -1.922
C -0.900 -2.234 -1.545
C -0.611 -0.193 1.871
C -0.798 1.248 1.631
H 2.166 -0.590 -5.695
H -1.474 -3.065 -1.206
H 1.166 0.436 0.256
H 1.490 -1.110 -0.218
H -1.165 -0.651 2.685
H -0.787 1.598 0.600
H -0.442 1.009 4.074
H -1.068 2.530 4.426
N 0.756 -0.472 0.095
N 0.068 -0.996 1.142
N -1.073 2.129 2.516
N -1.126 1.725 3.821
O 0.647 0.868 -1.728
*
```

***

b | Molecular formula: C7H8N4O
Method: DFT, ωB97M-V with the def2-TZVPD basis set

## Properties
LUMO: 0.0106 hartree
molar mass: 164.2 g mol⁻¹
structure (SMILES): Oc1cc[nH]n1.CC(C#N)C#N
frontier orbital gap: 9.64 eV

```
! wB97M-V def2-TZVPD RIJCOSX def2/J DEFGRID3
* xyz 0 1
C -3.821 1.257 0.039
C -3.204 -0.040 0.554
C -4.198 -1.076 0.197
C -1.965 -0.453 -0.161
C 2.552 -0.043 -0.245
C 3.730 0.703 -0.240
C 4.730 -0.220 -0.004
H -4.005 1.173 -1.027
H -3.093 2.039 0.240
H -4.765 1.505 0.524
H -3.069 -0.062 1.641
H 0.919 0.839 0.138
H 3.783 1.762 -0.469
H 5.799 -0.186 -0.076
H 4.491 -2.232 0.471
N -4.879 -1.687 -0.527
N -1.185 -1.053 -0.805
N 4.092 -1.342 0.239
N 2.763 -1.282 0.147
O 1.324 0.398 -0.638
*
```

***

It comes down to b, which is 5.222 eV more stable than the next structure.

***

a | Molecular formula: C20H30N2O5S
Method: DFT, ωB97M-V with the def2-TZVPD basis set

## Properties
LUMO: 0.0211 hartree
molar mass: 410.5 g mol⁻¹
structure (SMILES): CCOC(=O)c1c(NC(=O)CCC(=O)N(CC)CC)sc2c1CC(C)(C)OC2
frontier orbital gap: 8.69 eV

```
! wB97M-V def2-TZVPD RIJCOSX def2/J DEFGRID3
* xyz 0 1
C -0.140 -4.222 -0.157
C -1.197 -3.628 -1.077
H -2.153 -4.143 -0.963
H -0.864 -3.683 -2.119
O -1.476 -2.267 -0.750
C -0.611 -1.350 -1.198
O 0.362 -1.634 -1.877
C -0.934 0.011 -0.793
C -0.059 1.049 -1.077
N 1.147 0.919 -1.711
C 1.995 1.974 -1.837
O 1.661 3.091 -1.483
C 3.372 1.624 -2.339
H 3.333 0.764 -3.007
H 3.792 2.483 -2.862
C 4.253 1.283 -1.119
C 3.677 0.041 -0.450
O 3.843 -1.048 -0.972
N 2.921 0.190 0.665
C 2.763 1.422 1.413
C 3.971 1.751 2.291
H 4.876 1.841 1.695
H 3.800 2.693 2.805
H 4.135 0.974 3.033
H 1.882 1.303 2.048
H 2.559 2.256 0.737
C 2.239 -0.990 1.171
C 2.905 -1.598 2.401
H 2.411 -2.531 2.657
H 3.951 -1.807 2.189
H 2.841 -0.930 3.256
H 1.201 -0.720 1.396
H 2.246 -1.721 0.360
H 4.321 2.146 -0.463
H 5.251 1.026 -1.475
H 1.374 -0.039 -1.993
S -0.588 2.580 -0.490
C -2.017 1.828 0.150
C -2.069 0.489 -0.075
C -3.300 -0.207 0.395
H -3.269 -0.301 1.485
H -3.390 -1.201 -0.035
C -4.529 0.643 0.002
C -4.720 0.581 -1.520
H -3.820 0.924 -2.025
H -5.544 1.228 -1.807
H -4.937 -0.436 -1.836
C -5.777 0.107 0.709
H -5.951 -0.931 0.438
H -5.657 0.178 1.787
H -6.640 0.701 0.422
O -4.402 2.021 0.370
C -3.155 2.491 0.840
H -3.160 3.571 0.675
H -3.081 2.308 1.928
H -0.030 -5.281 -0.367
H -0.431 -4.092 0.883
H 0.816 -3.731 -0.323
*
```

***

b | Molecular formula: C20H30N2O5S
Method: DFT, ωB97M-V with the def2-TZVPD basis set

## Properties
LUMO: 0.0153 hartree
molar mass: 410.5 g mol⁻¹
structure (SMILES): CCCC[C@H](CC)CNS(=O)(=O)c1ccc2c(c1)CCN2C(=O)CCC(=O)O
frontier orbital gap: 8.98 eV

```
! wB97M-V def2-TZVPD RIJCOSX def2/J DEFGRID3
* xyz 0 1
C 0.174 -1.667 1.708
C -0.405 -2.408 0.509
C -1.930 -2.307 0.428
C -2.394 -0.933 -0.047
H -2.042 -0.772 -1.069
H -1.940 -0.163 0.579
C -3.911 -0.725 -0.004
C -4.231 0.734 -0.376
N -3.551 1.682 0.475
S -2.746 2.970 -0.220
O -2.766 4.028 0.748
O -3.247 3.216 -1.542
C -1.098 2.303 -0.335
C -0.699 1.659 -1.489
C 0.540 1.039 -1.559
C 1.360 1.098 -0.442
C 0.964 1.786 0.710
C -0.274 2.384 0.777
H -0.617 2.916 1.649
C 2.058 1.745 1.734
H 1.707 1.347 2.686
H 2.448 2.748 1.916
C 3.114 0.833 1.087
N 2.632 0.555 -0.268
C 3.287 -0.215 -1.184
O 2.797 -0.529 -2.248
C 4.706 -0.612 -0.813
H 4.783 -0.869 0.244
H 4.964 -1.490 -1.406
C 5.680 0.534 -1.132
H 5.142 1.485 -1.200
C 6.717 0.709 -0.048
O 6.536 0.501 1.122
O 7.875 1.156 -0.535
H 8.524 1.286 0.174
H 6.183 0.383 -2.085
H 3.205 -0.106 1.641
H 4.097 1.305 1.063
H 0.858 0.522 -2.448
H -1.370 1.654 -2.334
H -4.033 1.946 1.318
H -3.892 0.940 -1.393
H -5.316 0.891 -0.346
C -4.675 -1.676 -0.942
C -5.308 -2.857 -0.213
H -5.825 -3.502 -0.920
H -4.557 -3.447 0.304
H -6.032 -2.506 0.519
H -5.469 -1.122 -1.448
H -3.999 -2.044 -1.715
H -4.252 -0.888 1.024
H -2.355 -2.519 1.412
H -2.291 -3.069 -0.265
H -0.124 -3.461 0.581
H 0.033 -2.010 -0.409
H -0.246 -2.056 2.634
H 1.254 -1.797 1.744
H -0.043 -0.604 1.650
*
```

***

It comes down to a, which is 0.415 eV more stable than the next structure.